# 1
A molecular structure, C30H21Cl2F5N5O3RuSe at a distorted geometry. Source: OMol25; level of theory: ωB97M-V with the def2-TZVPD basis set.

Atoms and positions in Å:
Ru (-0.145, 0.869, 0.555)
Cl (-1.944, 0.594, 7.371)
C (-1.623, 1.201, 5.778)
C (-0.865, 0.435, 4.904)
C (-0.617, 0.890, 3.619)
N (0.175, 0.289, 2.637)
C (0.855, -0.845, 2.805)
O (0.735, -1.720, 3.653)
C (1.971, -0.902, 1.817)
C (3.016, -1.790, 1.991)
C (4.089, -1.736, 1.117)
C (4.068, -0.808, 0.087)
C (2.966, 0.020, -0.040)
N (1.945, -0.018, 0.819)
C (-1.131, 2.094, 3.201)
C (-1.861, 2.880, 4.077)
C (-2.117, 2.427, 5.364)
Cl (-3.071, 3.412, 6.425)
N (-0.965, 2.354, 1.844)
C (-1.412, 3.435, 1.171)
O (-1.440, 4.597, 1.518)
C (-1.992, 2.990, -0.137)
C (-2.469, 3.883, -1.073)
C (-3.129, 3.385, -2.183)
C (-3.326, 2.014, -2.291)
C (-2.799, 1.190, -1.316)
N (-2.121, 1.664, -0.263)
H (-0.478, -0.523, 5.216)
H (2.968, -2.492, 2.813)
H (4.925, -2.414, 1.233)
H (4.890, -0.723, -0.611)
H (2.898, 0.755, -0.830)
H (-2.225, 3.846, 3.757)
H (-2.299, 4.940, -0.918)
H (-3.510, 4.055, -2.944)
H (-3.880, 1.588, -3.117)
H (-2.927, 0.115, -1.358)
F (-1.123, 2.335, -6.431)
C (-0.636, 2.383, -5.192)
C (-0.854, 1.345, -4.314)
F (-1.572, 0.281, -4.692)
C (-0.332, 1.409, -3.038)
F (-0.548, 0.344, -2.248)
C (0.382, 2.490, -2.564)
Se (1.073, 2.668, -0.796)
C (0.585, 3.518, -3.478)
F (1.275, 4.598, -3.103)
C (0.096, 3.476, -4.768)
F (0.315, 4.486, -5.610)
O (-0.339, -1.492, 0.206)
C (-0.231, -2.438, -0.571)
C (0.589, -2.435, -1.838)
C (1.468, -3.705, -1.863)
C (2.013, -4.118, -0.476)
C (1.114, -5.028, 0.384)
C (-0.153, -4.341, 0.898)
N (-0.789, -3.652, -0.243)
H (1.212, -1.546, -1.824)
H (-0.051, -2.377, -2.721)
H (2.313, -3.502, -2.522)
H (0.925, -4.544, -2.308)
H (2.257, -3.217, 0.091)
H (2.949, -4.657, -0.634)
H (1.692, -5.393, 1.235)
H (0.829, -5.902, -0.212)
H (0.072, -3.598, 1.663)
H (-0.845, -5.068, 1.318)
H (-0.835, -4.272, -1.040)

Properties
2S+1: 2
<S²>: 0.770
relative energy (zero: lowest compared OMol25 entry of this formula, charge and spin): 247.3 kJ/mol
molar mass: 845.456 g mol⁻¹
strongest force on any atom: 2.7 eV Å⁻¹

# 2
A molecular structure, C30H21F10N4OPtSSe. Source: OMol25; level of theory: ωB97M-V with the def2-TZVPD basis set.

Atoms and positions in Å:
Pt (-0.298, 2.015, 0.360)
C (-0.355, 2.997, 3.096)
N (-0.564, 1.714, 2.402)
C (-1.963, 1.256, 2.561)
C (-2.871, 2.178, 1.766)
N (-2.311, 2.318, 0.441)
C (-3.086, 2.972, -0.501)
C (-3.641, 2.290, -1.585)
F (-3.499, 0.966, -1.671)
C (-4.366, 2.928, -2.576)
F (-4.890, 2.236, -3.592)
C (-4.582, 4.291, -2.496)
F (-5.294, 4.919, -3.440)
C (-4.072, 5.002, -1.424)
F (-4.282, 6.325, -1.346)
C (-3.342, 4.344, -0.454)
F (-2.834, 5.071, 0.554)
C (0.450, 0.724, 2.821)
C (1.786, 1.090, 2.194)
N (1.591, 1.277, 0.764)
C (2.679, 1.141, -0.047)
C (3.994, 1.493, 0.306)
F (4.234, 2.124, 1.478)
C (5.088, 1.289, -0.516)
F (6.311, 1.666, -0.105)
C (4.928, 0.738, -1.770)
F (5.984, 0.546, -2.579)
C (3.650, 0.390, -2.173)
F (3.472, -0.179, -3.373)
C (2.571, 0.576, -1.335)
F (1.389, 0.138, -1.767)
H (-0.512, 2.864, 4.174)
H (-1.049, 3.737, 2.708)
H (0.655, 3.350, 2.912)
H (-2.229, 1.236, 3.626)
H (-2.007, 0.244, 2.157)
H (-3.006, 3.133, 2.305)
H (-3.868, 1.716, 1.729)
H (0.108, -0.247, 2.470)
H (0.512, 0.701, 3.917)
H (2.486, 0.266, 2.383)
H (2.208, 1.965, 2.706)
Se (0.137, 3.016, -1.817)
C (-0.769, 2.001, -3.058)
N (-1.324, 1.430, -3.897)
O (-0.625, -2.310, 1.854)
S (0.631, -2.494, 1.067)
C (1.016, -4.246, 1.113)
C (2.341, -4.646, 1.111)
C (2.641, -6.003, 1.144)
C (1.617, -6.935, 1.198)
C (0.289, -6.519, 1.220)
C (-0.017, -5.170, 1.178)
C (0.166, -2.404, -0.661)
C (0.978, -2.936, -1.653)
C (0.645, -2.723, -2.980)
C (-0.482, -1.980, -3.303)
C (-1.286, -1.456, -2.303)
C (-0.962, -1.660, -0.969)
H (3.130, -3.904, 1.081)
H (3.674, -6.328, 1.136)
H (1.851, -7.992, 1.229)
H (-0.507, -7.251, 1.268)
H (-1.040, -4.815, 1.200)
H (1.864, -3.505, -1.398)
H (1.280, -3.120, -3.762)
H (-0.724, -1.774, -4.338)
H (-2.137, -0.845, -2.564)
H (-1.559, -1.227, -0.177)

Properties
net charge: -1
relative energy (zero: lowest compared OMol25 entry of this formula, charge and spin): 10.5 kJ/mol
molar mass: 949.610 g mol⁻¹
strongest force on any atom: 0.3 eV Å⁻¹

# 3
A molecular structure, C30H22BrN5RuS7. Source: OMol25; level of theory: ωB97M-V with the def2-TZVPD basis set.

Atoms and positions in Å:
Ru (-0.226, -0.313, -0.525)
C (-1.326, 2.295, -2.273)
N (-1.207, 0.842, -2.109)
C (-1.803, 0.094, -2.974)
C (-1.786, -1.315, -2.801)
C (-2.293, -2.383, -3.539)
C (-1.941, -3.539, -2.834)
C (-1.242, -3.119, -1.698)
N (-1.158, -1.780, -1.672)
C (-0.239, 2.958, -3.090)
C (1.027, 3.163, -2.548)
C (2.000, 3.838, -3.267)
C (1.719, 4.315, -4.543)
C (0.464, 4.109, -5.094)
C (-0.511, 3.435, -4.367)
H (-1.322, 2.748, -1.279)
H (-2.295, 2.520, -2.731)
H (-2.323, 0.531, -3.828)
H (-2.839, -2.318, -4.468)
H (-2.156, -4.560, -3.104)
H (-0.795, -3.715, -0.918)
H (1.243, 2.810, -1.547)
H (2.976, 4.003, -2.828)
H (2.480, 4.843, -5.103)
H (0.238, 4.478, -6.086)
H (-1.498, 3.290, -4.793)
S (1.046, -1.400, 1.013)
C (0.828, -0.429, 2.450)
C (1.130, -0.954, 3.706)
C (0.974, -0.197, 4.857)
C (1.255, -0.785, 6.135)
N (1.472, -1.261, 7.160)
C (0.527, 1.133, 4.755)
C (0.255, 1.669, 3.507)
C (0.395, 0.907, 2.346)
S (0.087, 1.607, 0.781)
C (0.337, 1.942, 5.925)
N (0.173, 2.607, 6.848)
H (1.477, -1.976, 3.783)
H (-0.077, 2.697, 3.431)
C (-5.220, 1.986, -0.104)
C (-4.473, 0.760, 0.339)
C (-5.107, -0.361, 0.858)
C (-4.353, -1.447, 1.251)
C (-2.975, -1.396, 1.082)
Br (-1.997, -2.879, 1.715)
N (-2.347, -0.362, 0.543)
C (-3.096, 0.699, 0.221)
H (-6.152, 2.100, 0.449)
H (-5.467, 1.927, -1.166)
H (-4.620, 2.884, 0.047)
H (-6.185, -0.379, 0.974)
H (-4.804, -2.323, 1.691)
H (-2.543, 1.557, -0.128)
C (1.928, 0.547, -5.264)
S (3.459, -0.241, -4.714)
C (3.638, 0.452, -3.109)
C (2.825, 0.232, -2.050)
S (1.458, -0.840, -2.095)
S (3.326, 1.015, -0.566)
C (4.736, 1.810, -1.169)
S (5.692, 2.796, -0.252)
S (5.023, 1.477, -2.831)
H (1.676, 0.086, -6.219)
H (2.063, 1.616, -5.392)
H (1.138, 0.340, -4.543)

Properties
net charge: -1
2S+1: 2
<S²>: 0.760
relative energy (zero: lowest compared OMol25 entry of this formula, charge and spin): 49.7 kJ/mol
molar mass: 857.984 g mol⁻¹
strongest force on any atom: 0.5 eV Å⁻¹